{"formula": "C22H10ClF5N2O3S", "method": "wB97M-V/def2-TZVPD", "symbols": ["O", "F", "F", "F", "F", "F", "Cl", "N", "O", "O", "S", "C", "C", "C", "C", "C", "C", "C", "C", "C", "C", "C", "C", "C", "C", "C", "C", "C", "C", "C", "C", "N", "C", "C", "H", "H", "H", "H", "H", "H", "H", "H", "H", "H"], "xyz": [[-1.070, -2.727, 1.549], [2.773, -4.017, -3.424], [-1.210, -2.034, -1.890], [1.999, -3.364, 1.333], [-5.107, -1.882, 5.054], [-5.137, 0.328, 5.255], [2.886, 6.189, -1.769], [0.332, 0.321, 0.425], [-5.878, -0.660, 3.312], [-3.614, -0.591, 3.859], [-0.726, 1.668, 2.363], [-0.419, -1.978, 0.822], [0.307, 1.513, 0.947], [-4.637, 0.498, 0.065], [0.748, -3.081, -2.617], [2.419, -3.669, -1.021], [2.355, 3.514, -1.495], [1.601, 4.981, 0.242], [-5.565, 0.079, 1.042], [1.789, 2.462, -0.852], [1.014, 3.907, 0.899], [-3.255, 0.424, 0.326], [2.015, -3.649, -2.372], [-0.015, -2.560, -1.592], [1.604, -3.183, 0.045], [2.274, 4.800, -0.968], [-5.137, -0.297, 2.256], [-3.782, -0.248, 2.571], [1.104, 2.618, 0.368], [0.395, -2.575, -0.254], [-2.822, 0.054, 1.605], [-0.530, -0.602, 0.989], [-4.933, -0.713, 4.388], [-1.371, -0.072, 2.027], [-5.077, 0.864, -0.870], [0.357, -3.012, -3.623], [3.409, -4.036, -0.778], [2.885, 3.363, -2.433], [1.544, 6.005, 0.659], [-6.618, 0.100, 0.858], [1.887, 1.445, -1.270], [0.477, 4.081, 1.844], [-2.527, 0.704, -0.415], [-1.282, -0.718, 2.925]], "mulliken_charge": [-0.609, -0.286, -0.257, -0.273, -0.244, -0.265, -0.202, -0.857, -0.434, -0.455, -0.340, 0.391, 0.051, -1.031, -0.409, -0.551, -0.629, -0.715, -0.740, -0.219, -0.554, -0.412, 0.189, 0.333, 0.350, 0.332, 0.567, 0.616, 0.889, 0.198, 0.026, 0.780, 0.855, -0.477, 0.353, 0.458, 0.452, 0.383, 0.342, 0.475, 0.428, 0.284, 0.527, 0.680], "homo_ev": -8.588, "fmax_ha_per_bohr": 0.0538, "smiles": "O=C(c1c(F)cc(F)cc1F)N1N=C(c2ccc(Cl)cc2)S[C@H]1c1cccc2c1OC(F)(F)O2", "energy_ha": -2537.28934, "homo_lumo_gap_ev": 8.3, "e_lumo_ev": -0.286}



{"formula": "C22H11Cl4N5O7STb", "method": "wB97M-V/def2-TZVPD", "symbols": ["Tb", "O", "C", "O", "C", "C", "C", "C", "C", "N", "C", "O", "O", "H", "H", "H", "H", "H", "S", "C", "C", "C", "C", "C", "N", "H", "H", "H", "H", "Cl", "C", "C", "Cl", "C", "Cl", "C", "O", "C", "O", "C", "Cl", "N", "C", "O", "C", "C", "N", "C", "N", "H", "H"], "xyz": [[-0.372, -0.280, 0.241], [3.669, -0.779, 2.211], [2.400, -0.450, 1.909], [1.603, -1.171, 1.251], [1.850, 0.848, 2.303], [2.660, 1.865, 2.819], [2.121, 3.173, 2.895], [0.756, 3.296, 2.883], [-0.026, 2.220, 2.460], [0.539, 1.062, 2.040], [-1.485, 2.268, 2.146], [-2.284, 3.202, 2.712], [-1.924, 1.308, 1.495], [3.851, -1.520, 1.524], [3.713, 1.721, 2.974], [2.752, 4.014, 3.184], [0.360, 4.314, 3.017], [-1.902, 3.753, 3.429], [-1.432, -1.925, 2.912], [-1.029, -2.976, 1.654], [-0.951, -4.339, 2.024], [-0.624, -5.244, 1.069], [-0.307, -4.815, -0.237], [-0.506, -3.492, -0.570], [-0.928, -2.629, 0.331], [-1.170, -4.600, 3.039], [-0.481, -6.311, 1.332], [-0.015, -5.581, -0.966], [-0.327, -3.042, -1.526], [-3.977, 5.233, -2.359], [-3.276, 3.688, -2.097], [-3.991, 2.588, -2.607], [-5.017, 2.756, -3.987], [-3.823, 1.322, -2.068], [-4.858, 0.007, -2.505], [-2.557, 1.059, -1.473], [-2.190, -0.122, -1.053], [-1.590, 2.105, -1.313], [-0.415, 1.807, -0.876], [-2.080, 3.454, -1.437], [-1.044, 4.769, -1.142], [1.191, -0.617, -3.735], [1.746, -0.836, -2.512], [1.149, -0.469, -1.449], [2.873, -1.699, -2.376], [3.423, -2.058, -1.121], [3.900, -2.116, -0.067], [3.597, -2.011, -3.532], [4.139, -2.300, -4.537], [1.835, -0.521, -4.531], [0.455, 0.069, -3.778]], "mulliken_charge": [0.371, -0.540, 0.075, -0.091, 0.501, -0.598, -0.670, -0.630, 0.660, 0.039, 0.714, -0.486, -0.248, 0.603, 0.468, 0.433, 0.253, 0.334, -0.497, 0.705, -0.970, -0.059, -1.039, -0.108, -0.088, 0.449, 0.307, 0.370, 0.666, -0.240, 0.127, 0.328, -0.239, -0.075, -0.217, 0.648, -0.745, 0.224, -0.661, -0.039, -0.255, -0.469, 0.400, -0.215, 0.267, 0.474, -0.804, -0.340, -0.606, 0.272, 0.241], "homo_ev": [-3.905, -3.909], "fmax_ha_per_bohr": 0.0673, "charge": -1, "energy_ha": -4709.12523, "homo_lumo_gap_ev": [4.4, 4.4], "e_lumo_ev": [0.447, 0.455], "s2": 12.67, "multiplicity": 7, "relative_energy_kcal_mol": 19.84}



{"formula": "C22H12Cl5CoN3O2SbSe4", "method": "wB97M-V/def2-TZVPD", "symbols": ["Co", "Cl", "C", "C", "C", "Cl", "C", "Cl", "C", "Cl", "C", "Cl", "C", "O", "C", "C", "C", "C", "C", "C", "N", "N", "C", "C", "C", "C", "O", "C", "N", "C", "C", "C", "C", "H", "H", "H", "H", "H", "H", "H", "H", "H", "H", "H", "H", "Se", "Sb", "Se", "Se", "Se"], "xyz": [[1.695, -1.643, 0.025], [1.956, 0.616, 1.487], [3.163, -0.560, 1.980], [3.181, -1.713, 1.233], [4.138, -2.651, 1.556], [4.260, -4.095, 0.608], [5.016, -2.454, 2.624], [6.175, -3.664, 3.034], [4.960, -1.274, 3.368], [6.039, -1.016, 4.689], [4.023, -0.299, 3.034], [3.933, 1.189, 3.902], [0.389, 4.408, -1.305], [-0.887, 4.318, -1.922], [-1.810, 3.523, -1.317], [-2.986, 3.296, -2.022], [-3.959, 2.468, -1.492], [-3.762, 1.820, -0.278], [-2.620, 2.109, 0.452], [-1.645, 2.958, -0.056], [-4.834, 0.971, 0.203], [-4.598, -0.082, 0.833], [-3.290, -0.679, 0.870], [-2.939, -1.245, 2.067], [-1.655, -1.755, 2.333], [-0.675, -1.695, 1.363], [0.555, -2.105, 1.519], [-1.060, -1.176, 0.078], [-0.061, -1.169, -0.857], [-0.334, -0.850, -2.098], [-1.656, -0.574, -2.505], [-2.653, -0.528, -1.578], [-2.362, -0.761, -0.209], [1.021, 4.958, -1.994], [0.816, 3.417, -1.136], [0.336, 4.947, -0.356], [-3.117, 3.775, -2.985], [-4.879, 2.279, -2.035], [-2.481, 1.669, 1.432], [-0.763, 3.160, 0.535], [-3.690, -1.232, 2.850], [-1.410, -2.180, 3.297], [0.491, -0.823, -2.796], [-1.853, -0.414, -3.557], [-3.675, -0.342, -1.885], [1.268, -2.892, -4.638], [2.804, -3.084, -2.790], [4.910, -4.160, -3.141], [3.082, -0.844, -1.647], [1.440, -3.922, -0.772]], "mulliken_charge": [0.156, -0.096, 1.531, -1.457, 0.682, -0.189, -0.105, -0.203, 0.590, -0.207, -0.285, -0.216, -0.729, -0.466, 0.820, -0.686, -0.112, -0.292, -0.243, -0.287, -0.548, -0.528, -0.160, -0.269, -1.035, 0.775, -0.580, 1.013, 0.171, 0.018, -1.354, -0.477, 0.027, 0.245, 0.270, 0.327, 0.414, 0.421, 0.430, 0.368, 0.390, 0.466, 0.502, 0.446, 0.609, -0.588, 0.754, -0.600, -0.520, -0.192], "homo_ev": [-5.083, -5.065], "fmax_ha_per_bohr": 0.0262, "charge": -1, "energy_ha": -14690.09943, "homo_lumo_gap_ev": [6.4, 4.8], "e_lumo_ev": [1.301, -0.221], "s2": 0.78, "multiplicity": 2}